# 1
Formula: C43H65NO2PPm
Source: OMol25
Level of theory: ωB97M-V with the def2-TZVPD basis set

## Properties
**Calculated total energy**: -2832.37390 hartree
**<S²>**: 6.007
**HOMO-LUMO gap (spin up / spin down)**: 6.158 / 6.190 eV
**HOMO energy (spin up / spin down)**: -0.2349 / -0.2349 Ha

Structure (ORCA input):
```
! wB97M-V def2-TZVPD RIJCOSX def2/J DEFGRID3
* xyz 0 5
Pm -1.950 -0.999 1.268
C 0.100 4.297 -2.625
C 0.705 4.579 -1.262
C 0.386 6.033 -0.915
C 2.260 4.423 -1.178
C 0.063 3.613 -0.291
C -1.021 2.811 -0.544
C -1.486 1.910 0.445
N -2.460 0.885 0.255
C -2.448 0.251 -1.109
C -3.068 1.106 -2.228
C -2.462 1.400 -3.438
C -1.029 1.022 -3.542
C -0.291 0.387 -2.595
C -0.959 -0.102 -1.435
O -0.386 -0.770 -0.549
C 1.251 0.199 -2.768
C 2.098 0.610 -1.506
C 1.476 -1.271 -2.982
C 1.691 0.981 -4.019
C -3.115 1.963 -4.746
C -4.552 2.527 -4.554
C -3.265 0.829 -5.741
C -2.266 3.084 -5.339
C -0.788 1.750 1.647
O -1.018 0.633 2.348
C 0.170 2.707 2.040
C 0.539 3.613 1.022
C 0.821 2.605 3.421
C -0.301 2.725 4.541
C 1.911 3.681 3.674
C 1.473 1.226 3.510
H 0.514 4.954 -3.354
H 0.218 3.263 -2.933
H -0.967 4.513 -2.670
H 0.733 6.737 -1.713
H -0.728 6.194 -1.030
H 0.782 6.306 0.051
H 2.728 5.035 -1.974
H 2.507 4.830 -0.231
H 2.534 3.419 -1.275
H -1.631 2.934 -1.424
H -4.055 1.402 -1.924
H -0.564 1.314 -4.483
H 2.082 0.004 -0.621
H 3.103 0.858 -1.845
H 1.650 1.512 -1.122
H 1.416 -1.757 -2.009
H 0.850 -1.716 -3.732
H 2.488 -1.387 -3.257
H 1.260 1.943 -3.933
H 2.761 1.115 -4.004
H 1.338 0.521 -4.937
H -5.210 1.753 -4.130
H -4.452 3.469 -4.025
H -5.004 2.739 -5.513
H -4.020 0.092 -5.445
H -3.539 1.205 -6.752
H -2.314 0.271 -5.892
H -2.279 4.060 -4.876
H -1.206 2.859 -5.448
H -2.646 3.270 -6.351
H 1.192 4.409 1.387
H -0.760 3.712 4.495
H -1.116 2.034 4.349
H 0.026 2.482 5.570
H 1.390 4.712 3.680
H 2.414 3.567 4.629
H 2.734 3.633 2.853
H 0.757 0.448 3.505
H 2.004 1.149 2.586
H 2.140 1.116 4.345
C -3.105 -1.229 -1.010
H -2.673 -1.834 -1.801
H -4.189 -1.220 -1.103
C 0.169 -4.853 4.734
C -0.638 -3.977 3.786
C -0.848 -2.639 4.554
C -2.027 -4.578 3.569
P 0.038 -3.459 2.120
C 1.699 -2.944 2.485
C 2.094 -1.726 1.889
C 3.380 -1.292 1.838
C 4.390 -2.126 2.432
C 4.048 -3.310 3.021
C 2.749 -3.752 3.004
C 0.332 -5.006 0.948
C 1.428 -4.661 -0.116
C 0.729 -6.266 1.728
C -1.006 -5.190 0.182
H -0.274 -4.729 5.764
H 1.198 -4.582 4.749
H 0.041 -5.905 4.447
H -1.399 -2.793 5.478
H -1.441 -1.957 4.021
H 0.091 -2.136 4.779
H -2.621 -4.561 4.515
H -2.047 -5.609 3.253
H -2.620 -4.048 2.807
H 1.308 -1.040 1.472
H 3.701 -0.379 1.375
H 5.431 -1.691 2.440
H 4.803 -3.901 3.444
H 2.549 -4.711 3.425
H 2.409 -4.410 0.362
H 1.110 -3.896 -0.808
H 1.499 -5.589 -0.744
H 1.595 -6.241 2.379
H 0.956 -7.013 0.979
H -0.094 -6.646 2.315
H -1.239 -4.327 -0.408
H -1.855 -5.432 0.827
H -0.874 -6.027 -0.484
*
```

Results of the Löwdin charge analysis, in e, for atoms 1 through 4: number 1, Pm, carries 1.625; number 2, C, carries -0.060; number 3, C, carries -0.539; number 4, C, carries -0.053

# 2
Formula: C2H15N2O3
Source: OMol25
Level of theory: ωB97M-V with the def2-TZVPD basis set

## Properties
**Calculated total energy**: -419.71049 hartree
**<S²>**: 0.754
**HOMO-LUMO gap (spin up / spin down)**: 11.503 / 5.544 eV
**HOMO energy (spin up / spin down)**: -0.6739 / -0.6738 Ha
**Energy above the lowest of the compared OMol25 structures with the same formula, charge and spin**: 0.402 eV

Structure (ORCA input):
```
! wB97M-V def2-TZVPD RIJCOSX def2/J DEFGRID3
* xyz 2 2
C 0.049 2.058 1.326
N 1.483 2.233 1.508
C -0.221 1.628 -0.156
N -0.805 0.289 -0.327
H -0.396 3.061 1.447
H -0.494 1.414 2.057
H 1.785 3.197 1.428
H 1.826 1.783 2.342
H 0.792 1.594 -0.631
H -0.676 2.451 -0.737
H -0.927 0.030 -1.387
H -0.320 -0.540 -0.068
H -1.797 0.243 0.011
H 0.633 -3.152 -0.850
H 1.601 -3.391 0.437
O 0.874 -2.887 0.055
H 1.151 -1.135 -2.839
H -0.264 -1.439 -3.447
O 0.215 -0.945 -2.767
H -0.677 -2.372 0.856
H -2.321 -2.303 0.938
O -1.510 -1.816 0.801
*
```

Results of the Löwdin charge analysis, in e, for atoms 1 through 4: number 1, C, carries -0.101; number 2, N, carries 0.365; number 3, C, carries -0.104; number 4, N, carries 0.144

| no. | F_max (eV Å⁻¹) |
| --- | --- |
| 1 | 3.104 |
| 2 | 4.597 |